1.
{
  "formula": "C4H7N3",
  "method": "ωB97M-V/def2-TZVPD",
  "e_lumo_ev": 0.6,
  "total_energy_ev": -8729.055,
  "smiles": "C1=NN=CNCC1",
  "spin_multiplicity": 1,
  "homo_lumo_gap_ev": 9.036,
  "de_lowest_kj_mol": 253.2,
  "max_force_ev_per_a": 3.744,
  "species": ["C", "N", "N", "C", "N", "C", "C", "H", "H", "H", "H", "H", "H", "H"],
  "coordinates": [[1.56441, -0.64384, -0.04134], [0.93960, -1.75385, -0.34897], [-0.40964, -1.92308, 0.08089], [-1.43651, -1.13158, 0.10115], [-1.36856, 0.20230, -0.08372], [-0.22074, 0.93934, -0.44517], [0.93024, 0.66247, 0.40711], [2.61807, -0.57682, -0.16697], [-2.50230, -1.32381, 0.29323], [-2.23167, 0.70888, 0.18900], [-0.49185, 2.06151, -0.34301], [0.13470, 0.83909, -1.47785], [1.69798, 1.43592, 0.38394], [0.77627, 0.50346, 1.45171]]
}

=====

2.
{
  "formula": "C3H2N2O2",
  "method": "ωB97M-V/def2-TZVPD",
  "e_lumo_ev": -0.3,
  "total_energy_ev": -10214.981,
  "spin_multiplicity": 1,
  "homo_lumo_gap_ev": 10.929,
  "de_lowest_kj_mol": 309.5,
  "max_force_ev_per_a": 1.113,
  "species": ["O", "C", "C", "N", "C", "N", "O", "H", "H"],
  "coordinates": [[-1.31106, 0.15277, -1.37597], [-1.46960, -0.35328, -0.30594], [0.07452, 1.80620, 0.90218], [0.88092, 1.05290, 0.47504], [1.40358, -0.10947, -0.04290], [0.73361, -1.18831, -0.15924], [-0.55035, -1.07722, 0.39262], [-2.37475, -0.31739, 0.31456], [2.44368, -0.11516, -0.35099]]
}

=====

3.
{
  "formula": "CH7N6",
  "method": "ωB97M-V/def2-TZVPD",
  "e_lumo_ev": -3.6,
  "total_energy_ev": -10082.381,
  "spin_multiplicity": 1,
  "charge": 1,
  "homo_lumo_gap_ev": 10.003,
  "de_lowest_kj_mol": 195.1,
  "max_force_ev_per_a": 3.983,
  "species": ["C", "N", "N", "N", "N", "N", "N", "H", "H", "H", "H", "H", "H", "H"],
  "coordinates": [[-0.99634, 0.77718, -0.06007], [-2.41818, 0.33627, -0.04025], [-2.38871, -0.90014, -0.06028], [-0.18935, -0.28552, -0.07490], [-1.15188, -1.33975, -0.10851], [-0.95336, 2.11480, -0.01521], [2.24408, -0.75730, 0.02465], [1.22957, -0.17653, 0.24077], [-0.74770, -2.16949, 0.29566], [-0.18440, 2.60688, 0.35481], [-1.71778, 2.67375, -0.32129], [2.92783, -0.23854, -0.50174], [1.78877, -1.41453, -0.59524], [2.55744, -1.22709, 0.86161]]
}

=====

4.
{
  "formula": "C40H46BrCrGe2N5O10",
  "method": "ωB97M-V/def2-TZVPD",
  "e_lumo_ev": [-3.3, -3.0],
  "total_energy_ev": -281639.531,
  "spin_multiplicity": 4,
  "charge": 1,
  "homo_lumo_gap_ev": [7.181, 7.471],
  "de_lowest_kj_mol": 46.1,
  "max_force_ev_per_a": 0.946,
  "species": ["Cr", "C", "O", "C", "C", "C", "Br", "C", "C", "C", "O", "C", "N", "C", "C", "C", "C", "C", "C", "N", "H", "H", "H", "H", "H", "H", "H", "H", "H", "H", "H", "C", "C", "Ge", "C", "C", "C", "C", "Ge", "C", "C", "C", "C", "C", "C", "C", "C", "C", "C", "H", "H", "H", "H", "H", "H", "H", "H", "H", "H", "H", "H", "H", "H", "H", "H", "H", "H", "H", "H", "H", "H", "H", "H", "H", "H", "N", "C", "C", "C", "O", "O", "H", "H", "H", "H", "H", "H", "O", "C", "O", "C", "C", "C", "C", "C", "C", "N", "O", "O", "N", "O", "O", "H", "H", "H"],
  "coordinates": [[-0.72159, 0.95103, -0.18465], [-2.07635, 2.66718, 2.05631], [-2.18861, 2.12750, 0.71578], [-3.47685, 1.96273, 0.21417], [-4.42192, 2.96398, 0.24026], [-5.65078, 2.70031, -0.36290], [-6.96065, 4.05046, -0.37528], [-5.91834, 1.48255, -0.95765], [-4.96335, 0.46154, -0.93724], [-3.74134, 0.71791, -0.34060], [-2.75169, -0.25790, -0.23244], [-5.32815, -0.83602, -1.52903], [-6.48637, -1.04572, -2.08697], [-6.44131, -2.36307, -2.51156], [-7.41474, -3.11823, -3.16772], [-7.11279, -4.42743, -3.46759], [-5.86818, -4.99004, -3.12673], [-4.89469, -4.25963, -2.47911], [-5.21028, -2.93666, -2.18148], [-4.50156, -1.92855, -1.55736], [-2.16902, 3.75079, 2.01540], [-1.09472, 2.38351, 2.42084], [-2.85798, 2.22625, 2.67196], [-4.21568, 3.92817, 0.68049], [-6.87203, 1.27910, -1.42242], [-2.73080, -0.49887, 0.74758], [-8.36872, -2.68020, -3.42438], [-7.84484, -5.04232, -3.97160], [-5.67274, -6.02299, -3.37924], [-3.94090, -4.69688, -2.21877], [-3.60318, -1.98889, -1.10971], [1.10366, 5.43430, -1.72750], [0.34168, 4.10801, -1.71662], [0.89793, 2.86207, -0.28422], [1.15698, 3.84455, 1.40916], [2.48706, 4.59984, 1.48982], [2.69899, 2.31831, -0.82388], [3.41000, 1.19006, -0.73575], [2.62931, -0.48846, -0.11407], [2.86523, -0.62080, 1.81098], [3.68042, -1.85505, 2.21009], [2.88489, -2.14195, -1.12210], [4.30197, -2.46773, -1.60622], [4.88486, 1.18627, -0.98470], [5.69149, 0.22098, -0.39626], [7.06915, 0.21629, -0.55952], [7.66977, 1.19104, -1.33704], [6.88089, 2.15879, -1.94649], [5.50931, 2.15743, -1.77145], [0.80167, 6.04983, -2.57546], [2.18060, 5.28556, -1.80315], [0.91179, 6.01017, -0.82331], [0.49139, 3.59391, -2.67211], [-0.72990, 4.31574, -1.61829], [1.11629, 3.11663, 2.22376], [0.31264, 4.52464, 1.54748], [3.33484, 3.92316, 1.38299], [2.58585, 5.09476, 2.45671], [2.57890, 5.36520, 0.72220], [3.26416, 3.20284, -1.12267], [1.90333, -0.60263, 2.30959], [3.38183, 0.30512, 2.07462], [3.20378, -2.78055, 1.88750], [3.78656, -1.89388, 3.29491], [4.68985, -1.84884, 1.80150], [2.22352, -2.08279, -1.98539], [2.51249, -2.95164, -0.48915], [4.73574, -1.66038, -2.19372], [4.27496, -3.36047, -2.23096], [4.97779, -2.67842, -0.77890], [5.25965, -0.55139, 0.22819], [7.66667, -0.54748, -0.08142], [8.74191, 1.19706, -1.47298], [7.33860, 2.91627, -2.56709], [4.91971, 2.90810, -2.27975], [-1.31040, 1.40529, -2.18421], [-0.60113, 0.55369, -3.17666], [-0.59230, -0.89575, -2.72251], [-0.00366, -1.08685, -1.33687], [-0.26939, -2.00491, -0.60765], [0.85855, -0.08035, -1.01714], [-2.31395, 1.23089, -2.25193], [-1.17134, 2.38203, -2.43259], [0.41932, 0.92785, -3.25472], [-1.07618, 0.64096, -4.15522], [0.03258, -1.48525, -3.39953], [-1.58834, -1.33900, -2.73389], [-2.23189, -0.50078, 2.20375], [-1.00108, -0.58896, 2.23634], [-0.17363, 0.12402, 1.55193], [-0.39818, -1.61134, 3.16140], [-0.68269, -1.57925, 4.52107], [-0.19183, -2.59304, 5.32112], [0.52520, -3.66573, 4.82881], [0.76282, -3.66726, 3.46913], [0.33069, -2.66350, 2.62494], [1.50354, -4.80401, 2.88153], [1.78205, -5.72359, 3.61050], [1.75338, -4.74318, 1.69368], [-0.47216, -2.54301, 6.77486], [-1.06331, -1.56988, 7.18552], [-0.08210, -3.47051, 7.44277], [-1.27124, -0.78693, 4.96125], [0.87340, -4.45987, 5.47253], [0.52519, -2.72583, 1.56413]]
}